Entry 1:
Density functional theory data (ωB97M-V with the def2-TZVPD basis set) for a cluster of 2 separate species, C8H16O2 in total.

Summary:
* HOMO: -8.5 eV
* ΔE to the lowest compared entry with this formula, charge and spin: 2.5545 eV

Each line ends with the Mulliken charge.
Atoms and positions in Å:
C 0.933127 -2.180644 -0.329511  -1.54
C 1.430620 -0.953444 -0.335797  1.43
C 1.703857 -0.246540 -1.631435  -1.67
C 1.734687 -0.216806 0.903039  0.67
C 2.389987 0.947044 0.942150  -0.97
O 1.344161 -0.771794 2.089844  -0.60
H 0.758846 -2.753786 0.569361  0.34
H 0.728257 -2.711886 -1.245970  0.32
H 2.757389 0.005380 -1.721615  0.40
H 1.126507 0.672612 -1.692209  0.27
H 1.428161 -0.883693 -2.465677  0.40
H 2.586994 1.419363 1.886714  0.29
H 2.786993 1.417477 0.065228  0.29
H 0.604425 -1.365088 1.922775  0.32
C -0.958754 2.134136 0.546475  -1.00
C -2.054387 1.149705 0.172498  -0.37
O -1.486407 -0.130581 0.001900  -0.09
C -2.419618 -1.105375 -0.370675  -0.79
H -1.374709 3.137228 0.628617  0.41
H -0.507499 1.851623 1.495708  0.25
H -0.179783 2.131186 -0.211237  0.15
H -2.830037 1.117116 0.954235  0.33
H -2.535809 1.460646 -0.769441  0.32
H -3.193260 -1.239680 0.398568  0.31
H -1.862110 -2.029312 -0.486498  0.21
H -2.911638 -0.854885 -1.317046  0.31

Atoms 1-6, force components in eV/Å:
C 0.08 -0.48 0.11
C 0.13 0.24 -0.21
C -0.09 -0.10 0.09
C 0.18 0.38 0.16
C -0.05 -0.44 0.03
O -0.07 -0.03 -0.03

Entry 2:
Density functional theory data (ωB97M-V with the def2-TZVPD basis set) for a structure of composition C44H35N3O5SSi in a non-equilibrium geometry.

Summary:
* HOMO: -9.1 eV

Each line ends with the Mulliken charge.
Atoms and positions in Å:
C 4.308992 -2.317810 0.746968  -0.95
Si 4.043395 -2.081578 -1.151712  0.54
C 3.978984 -0.202056 -1.440245  -0.84
C 5.602581 -2.871801 -1.963511  -0.99
O 2.658693 -2.958827 -1.652344  -0.54
C 1.453220 -2.188502 -1.693573  -0.28
C 0.776235 -1.932717 -0.288218  -0.14
C -0.308783 -0.792524 -0.313459  0.50
C 0.108616 0.634496 -0.010721  -0.59
C -0.874560 1.726558 0.010432  -1.10
C -2.310564 1.421549 -0.266117  0.34
N -3.328292 2.363507 -0.237780  -0.64
S -4.713681 1.486708 -0.600175  0.13
N -4.153181 -0.081021 -0.809282  -0.73
C -2.785886 0.003900 -0.595200  1.21
C -1.735838 -1.064029 -0.609714  0.78
C -2.103127 -2.536607 -0.944162  -0.49
C -2.131227 -2.931794 -2.385058  -0.32
C -2.440726 -4.357441 -2.693004  -0.52
C -2.686491 -5.246287 -1.543016  -0.22
N -2.698046 -4.912268 -0.212413  -0.62
C -2.405200 -3.595847 0.039794  0.10
H 3.586835 -1.586098 1.232348  0.26
H 4.150024 -3.374740 1.083464  0.27
H 5.338957 -1.917362 1.007166  0.33
H 3.390850 0.062192 -2.369911  0.30
H 3.440080 0.250925 -0.548838  0.15
H 5.031636 0.184128 -1.483262  0.38
H 5.448933 -2.924664 -3.074193  0.28
H 5.719854 -3.901850 -1.504811  0.26
H 6.478556 -2.218804 -1.670719  0.29
H 0.707895 -2.804499 -2.290917  0.16
H 1.544161 -1.218462 -2.279668  0.16
H 0.263401 -2.896558 0.008812  0.34
H 1.482776 -1.678416 0.546916  0.15
H 1.182170 0.846066 0.224138  0.30
H -0.477899 2.746688 0.242684  0.56
H -1.913826 -2.156123 -3.158518  0.42
H -2.459031 -4.664715 -3.767534  0.35
H -2.889308 -6.328657 -1.787758  0.33
H -2.391512 -3.285611 1.124108  0.25
C -1.342155 -1.680907 2.741903  -0.26
C -2.513509 -1.063135 3.172617  -0.31
C -2.886102 -1.132583 4.507525  -0.85
C -2.094399 -1.830827 5.416060  0.00
C -0.932996 -2.470365 4.979635  -0.32
C -0.553508 -2.383665 3.642460  -0.86
C -0.105499 -3.259080 5.925899  0.66
O 0.908679 -3.813375 5.546887  -0.67
C -0.541314 -3.366817 7.339944  0.11
C 0.192365 -4.149792 8.227776  -0.52
C -0.199586 -4.246414 9.555584  -0.50
C -1.321054 -3.553874 10.004701  -0.43
C -2.058320 -2.776976 9.122633  -0.48
C -1.676478 -2.688820 7.786239  0.04
C -2.492467 -1.883840 6.844350  0.69
O -3.474677 -1.281739 7.234857  -0.68
H -1.048623 -1.617843 1.700804  0.98
H -3.135263 -0.524883 2.464759  0.45
H -3.796043 -0.645792 4.839086  0.47
H 0.354841 -2.867599 3.301133  0.58
H 1.068028 -4.688565 7.884513  0.46
H 0.370129 -4.860640 10.243727  0.39
H -1.622197 -3.624375 11.043800  0.40
H -2.933237 -2.243615 9.475899  0.46
C 2.216708 8.417585 -6.119411  -0.46
C 2.495535 8.497739 -4.757510  -0.50
C 1.972384 7.555159 -3.883826  -0.48
C 1.157815 6.534498 -4.366962  0.12
C 0.858780 6.468438 -5.728745  0.09
C 1.399918 7.406207 -6.604632  -0.54
C -0.047448 5.415682 -6.251559  0.64
O -0.305365 5.355306 -7.438645  -0.67
C -0.639724 4.444029 -5.299852  0.15
C -1.536683 3.485247 -5.764395  -0.67
C -2.085694 2.563599 -4.883345  -0.70
C -1.733913 2.590092 -3.536164  0.32
C -0.845392 3.546713 -3.068671  -0.50
C -0.303268 4.481810 -3.945966  -0.19
C 0.618243 5.521526 -3.426989  0.55
O 0.922612 5.547069 -2.248853  -0.67
H 2.633467 9.149354 -6.802179  0.40
H 3.123651 9.295756 -4.378174  0.39
H 2.196447 7.618705 -2.825263  0.46
H 1.181451 7.351248 -7.664771  0.46
H -1.811664 3.457969 -6.812533  0.47
H -2.787807 1.821195 -5.246074  0.43
H -2.157554 1.865524 -2.850225  0.32
H -0.578782 3.566025 -2.019042  0.59

Atoms 1-6, force components in eV/Å:
C -0.23 1.11 -0.27
Si 1.05 -1.07 0.69
C -0.82 0.06 0.04
C -0.70 0.11 0.34
O 0.30 1.84 0.43
C -1.41 -0.12 -0.72

Entry 3:
Density functional theory data (ωB97M-V with the def2-TZVPD basis set) for an isolated molecule of C9H5N3O in a non-equilibrium geometry.

Summary:
* HOMO: -10.0 eV
* ΔE to the lowest compared entry with this formula, charge and spin: 3.2927 eV

Each line ends with the Mulliken charge.
Atoms and positions in Å:
N 1.893569 2.979573 0.113566  -0.47
C 1.954567 1.743772 -0.116193  0.14
C 1.901563 0.318227 -0.256224  0.39
N 2.959715 -0.517598 -0.106791  -0.25
O 2.593934 -1.765347 0.051318  -0.12
N 1.059992 -1.844055 0.366437  -0.43
C 0.727279 -0.629409 0.060351  0.78
C -0.653274 -0.267692 -0.169535  0.50
C -1.153529 1.029937 0.097589  -0.02
C -2.578747 1.317907 0.065367  -0.53
C -3.463133 0.323481 -0.041188  -0.21
C -3.100816 -1.065025 -0.061545  -0.45
C -1.733971 -1.254614 -0.237496  -0.36
H -0.631812 2.060280 0.422164  0.08
H -2.836910 2.487440 0.061192  0.24
H -4.683590 0.396157 0.420846  0.15
H -3.907624 -1.835470 0.022081  0.35
H -1.484106 -2.410581 0.003920  0.19

Atoms 1-6, force components in eV/Å:
N 0.55 -9.60 -1.91
C -0.42 8.80 1.50
C 0.42 -4.36 2.26
N -1.08 1.53 -1.17
O -2.00 0.98 1.45
N 2.64 1.66 -1.91

Entry 4:
Density functional theory data (ωB97M-V with the def2-TZVPD basis set) for a cluster of 6 separate species, C25H37NO15P in total in a non-equilibrium geometry.

Summary:
* total charge: -1
* HOMO: -4.2 eV

Each line ends with the Mulliken charge.
Atoms and positions in Å:
N 2.742576 0.547497 0.295658  1.05
O 3.574729 0.511983 -0.545147  -0.67
O 3.110648 0.531233 1.485394  -0.70
O 1.581499 0.603491 0.000420  -0.69
C 4.513873 1.333046 -8.268058  -0.64
C 4.743077 2.455171 -9.050269  -0.33
C 4.392703 3.702847 -8.620775  0.64
C 3.814038 3.837809 -7.339828  -0.70
C 3.849180 2.734690 -6.490375  -0.37
C 4.130800 1.494602 -6.945127  0.56
O 4.000989 0.469592 -6.084408  -0.53
O 4.494445 4.761358 -9.450605  -0.54
H 4.827796 0.375669 -8.657009  0.36
H 5.185947 2.236797 -10.010791  0.25
H 3.415407 4.779365 -6.992038  0.38
H 3.458492 2.854009 -5.490621  0.32
H 4.078445 0.888155 -5.223934  0.31
H 5.084346 4.645955 -10.199140  0.30
C -6.676346 -2.579914 -2.532356  -0.30
C -6.142545 -1.766195 -1.574007  -0.78
C -4.810821 -1.355960 -1.706530  0.68
C -4.026220 -1.872731 -2.717049  -0.50
C -4.560009 -2.755567 -3.655950  -0.56
C -5.915482 -3.117314 -3.570869  0.56
O -6.428171 -3.990944 -4.479774  -0.53
O -4.299926 -0.465917 -0.860314  -0.56
H -7.737390 -2.776219 -2.487101  0.25
H -6.842991 -1.362721 -0.857780  0.43
H -3.004743 -1.535610 -2.813664  0.33
H -3.939241 -3.087779 -4.474904  0.39
H -7.356523 -4.117620 -4.270669  0.27
H -3.359550 -0.272943 -0.867823  0.32
C 9.422483 -3.283692 3.578435  -0.47
C 9.639110 -4.662600 3.684360  -0.48
C 8.740867 -5.550092 3.058525  0.47
C 7.519177 -5.037314 2.630995  -0.50
C 7.280628 -3.669802 2.550553  -0.43
C 8.220880 -2.787327 3.021948  0.50
O 7.905641 -1.409381 3.113669  -0.54
O 8.985076 -6.907178 3.017252  -0.55
H 10.180205 -2.673960 4.047990  0.35
H 10.584495 -4.973820 4.103651  0.32
H 6.801289 -5.646490 2.101900  0.33
H 6.334904 -3.388601 2.111299  0.37
H 6.957345 -1.298161 3.013858  0.31
H 9.320327 -7.184850 3.872880  0.32
C -1.926045 -4.197682 2.467833  -0.74
O -2.938853 -3.664597 3.285208  -0.29
P -3.952539 -4.650836 4.130652  1.01
O -3.246741 -5.628264 5.016684  -0.69
O -4.927878 -3.704246 4.954454  -0.37
C -5.293866 -2.369679 4.470783  -0.58
O -5.078818 -5.116848 3.003586  -0.25
C -4.903278 -6.358337 2.317123  -0.70
H -1.013668 -3.614162 2.591016  0.31
H -2.102747 -4.082056 1.398474  0.28
H -1.704187 -5.256128 2.604135  0.33
H -5.026843 -2.311439 3.415604  0.25
H -4.589017 -1.718712 4.988009  0.29
H -6.342318 -2.071984 4.485859  0.28
H -4.889299 -7.249887 2.944063  0.29
H -4.112230 -6.329869 1.567776  0.30
H -5.835754 -6.389919 1.753564  0.26
C -0.654528 6.541302 1.946788  -0.61
O -1.002390 7.371236 3.049747  -0.39
C -2.182155 8.167935 2.829429  -0.50
C -3.492370 7.395178 3.230591  -0.31
O -4.619418 8.008709 2.612120  -0.37
C -5.110368 9.150514 3.298881  -0.74
H 0.334936 6.087361 2.001441  0.26
H -0.697325 7.222239 1.096737  0.29
H -1.366935 5.729315 1.800950  0.23
H -2.089498 8.597058 1.831760  0.38
H -2.102563 9.031223 3.490100  0.27
H -3.605717 7.405318 4.314649  0.27
H -3.447936 6.328844 3.009134  0.33
H -5.871230 9.659649 2.707323  0.28
H -4.414214 9.893363 3.688305  0.30
H -5.585664 8.892834 4.245351  0.31

Atoms 1-6, force components in eV/Å:
N 0.47 0.03 2.84
O 3.61 -0.18 -3.94
O -0.15 -0.05 1.61
O -3.94 0.16 -0.54
C 0.83 -0.14 0.41
C -0.04 -1.50 -0.02

Question: Which formula does entry 2 have?
Answer: C44H35N3O5SSi